Computed, not measured: a cluster of 2 separate species, C17H23F6N2O8PS2 in total, with ωB97M-V with the def2-TZVPD basis set.

Last column: natural (NBO) charge in e.
CARTESIAN COORDINATES (ANGSTROEM)
C: -1.6037 3.9237 3.9775  -0.24
O: -2.1844 3.7280 2.7075  -0.54
C: -1.2375 3.9399 1.6545  -0.06
C: -0.9299 2.6203 0.8947  -0.44
C: -0.4098 1.5278 1.8546  -0.48
C: -0.5328 0.0613 1.3032  0.19
C: 0.9330 -0.2568 0.9024  0.53
O: 1.7628 -0.3761 1.6891  -0.44
C: 1.3783 -0.3917 -0.6109  0.55
F: 2.6411 0.1109 -0.6524  -0.32
F: 0.6546 0.3545 -1.4405  -0.29
C: 1.4869 -1.8759 -1.0685  0.59
F: 0.2756 -2.1904 -1.6056  -0.32
F: 1.6269 -2.6825 -0.0412  -0.27
C: 2.5289 -2.1286 -2.1884  0.54
F: 2.1719 -3.2463 -2.8448  -0.29
F: 2.4979 -1.1362 -3.1045  -0.32
C: 3.9896 -2.3329 -1.7135  0.72
O: 4.3274 -2.4544 -0.6134  -0.46
O: 4.9231 -2.3284 -2.7150  -0.69
O: -1.4800 -0.0515 0.2182  -0.68
S: -2.9684 -0.1476 0.8709  2.49
O: -3.6941 1.0672 0.9946  -0.88
O: -3.8212 -1.1087 0.2622  -0.87
O: -2.4969 -0.4657 2.4222  -0.67
C: -1.1417 -0.9528 2.3344  0.02
C: -0.3728 -1.2617 3.6195  -0.48
C: -0.2336 -0.0961 4.6182  -0.21
N: -1.5223 0.4144 5.1244  -0.83
P: -1.4075 -2.7026 1.5172  0.75
S: -0.2497 -4.1046 2.2150  -0.58
H: -0.8310 3.1771 4.2420  0.15
H: -2.3601 3.9239 4.7739  0.20
H: -1.1094 4.9159 4.0300  0.16
H: -0.3348 4.4084 2.0751  0.17
H: -1.7448 4.6133 0.9455  0.20
H: -0.1816 2.9017 0.1308  0.21
H: -1.8504 2.3622 0.3621  0.24
H: 0.6409 1.7727 2.0653  0.23
H: -0.9607 1.6335 2.7996  0.26
H: 4.8441 -1.5048 -3.2248  0.50
H: -0.9502 -2.0472 4.1387  0.24
H: 0.6218 -1.6821 3.4513  0.29
H: 0.3311 -0.4943 5.4873  0.18
H: 0.3834 0.7308 4.2375  0.19
H: -1.2840 1.0548 5.8810  0.36
H: -2.0169 -0.3415 5.5959  0.36
H: -1.3371 -2.6188 0.1079  0.02
H: -2.7377 -3.0308 1.8863  0.02
C: -0.0790 0.3425 -7.4213  -0.30
C: 0.6936 -0.6063 -8.1421  -0.31
C: 1.3095 -1.4135 -7.2228  -0.08
N: 0.9429 -0.9868 -5.9753  -0.51
C: 0.0930 0.0797 -6.0881  -0.08
H: -0.6916 1.1270 -7.8346  0.22
H: 0.7856 -0.6871 -9.2129  0.22
H: 1.9755 -2.2511 -7.3474  0.21
H: 1.2495 -1.3940 -5.1104  0.41
H: -0.3133 0.5581 -5.2124  0.21

Calculated values
E_LUMO in hartree: -0.0195
M in g mol⁻¹: 592.47
Charge: 0
SMILES: COCCC[C@]1(C(=O)C(F)(F)C(F)(F)C(F)(F)C(=O)O)OS(=O)(=O)O[C@@]1(CCN)[PH2]=S.c1cc[nH]c1
HOMO-LUMO gap in eV: 7.79
Maximum force in eV/A: 4.99
HOMO in eV: -8.322
DFT total energy in Ha: -3109.81920


Computed, not measured: the molecule C4H6O, with ωB97M-V with the def2-TZVPD basis set.

Last column: natural (NBO) charge in e.
CARTESIAN COORDINATES (ANGSTROEM)
C: 2.2708 0.2878 0.3757  -0.23
C: 1.1049 0.4314 0.1058  -0.04
C: -0.2589 0.7054 -0.3242  -0.51
C: -1.1538 -0.5251 -0.3014  -0.04
O: -1.0969 -1.1188 0.9783  -0.71
H: 3.3323 0.2748 0.4934  0.24
H: -0.2065 1.1138 -1.3382  0.24
H: -0.6993 1.4637 0.3320  0.24
H: -0.8569 -1.2399 -1.0851  0.16
H: -2.1765 -0.2007 -0.5060  0.18
H: -0.1721 -1.1055 1.2298  0.47

Calculated values
E_LUMO in hartree: 0.0357
M in g mol⁻¹: 70.09
Charge: 0
SMILES: C#CCCO
HOMO-LUMO gap in eV: 11.15
Maximum force in eV/A: 0.99
HOMO in eV: -10.182
DFT total energy in Ha: -231.17353


Computed, not measured: a cluster of 3 separate species, H6O3 in total, with ωB97M-V with the def2-TZVPD basis set.

Last column: natural (NBO) charge in e.
CARTESIAN COORDINATES (ANGSTROEM)
O: 0.1628 -1.0087 -1.0968  -0.98
H: 0.4379 -1.9751 -1.0052  0.47
H: -0.0462 -0.7532 -0.1804  0.49
O: 0.9303 1.2076 0.0365  -0.99
H: 0.9445 0.5149 -0.6396  0.50
H: 1.8664 1.2281 0.3932  0.47
O: -1.2582 -0.1282 0.9140  -0.94
H: -0.9202 -0.3525 1.8223  0.47
H: -0.9616 0.7725 0.7799  0.50

Calculated values
E_LUMO in hartree: 0.0271
M in g mol⁻¹: 54.05
Charge: 0
SMILES: O.O.O
HOMO-LUMO gap in eV: 11.81
Maximum force in eV/A: 2.69
HOMO in eV: -11.076
DFT total energy in Ha: -229.30561


Computed, not measured: the molecule C4H8O2, with ωB97M-V with the def2-TZVPD basis set.

Last column: natural (NBO) charge in e.
CARTESIAN COORDINATES (ANGSTROEM)
C: -0.9033 0.5927 -1.7772  -0.44
C: -0.6413 -0.6604 -1.3548  0.05
O: 0.3950 -0.9152 -0.5049  -0.53
C: 0.5665 0.2056 0.4563  0.37
C: 1.0335 -0.3633 1.7780  -0.64
O: -0.6638 0.8269 0.5785  -0.74
H: -1.8724 0.8943 -2.1528  0.22
H: -0.1874 1.3979 -1.6133  0.22
H: -1.2609 -1.5172 -1.6108  0.20
H: 1.3599 0.8432 0.0174  0.14
H: 1.3981 0.4450 2.4235  0.22
H: 1.8417 -1.0811 1.6214  0.22
H: 0.1915 -0.8482 2.2787  0.22
H: -1.2675 0.2103 -0.0512  0.49

Calculated values
E_LUMO in hartree: 0.0392
M in g mol⁻¹: 88.11
Charge: 0
SMILES: C=CO[C@H](C)O
HOMO-LUMO gap in eV: 10.23
Maximum force in eV/A: 3.45
HOMO in eV: -9.163
DFT total energy in Ha: -307.60445


Energy above the lowest of the compared OMol25 structures with the same formula, charge and spin per entry: 1.672, 1.366, 0.530, 2.938 eV